Run a
The following is a DFT calculation (ωB97M-V/def2-TZVPD) of an isolated molecule of C6H11N.

Each atom is followed by the atoms it is bonded to, with distances in Å.
CARTESIAN COORDINATES (ANGSTROEM)
1 C 2.219 0.046 -0.391  C2 1.410, H8 1.060, H9 1.117
2 C 1.003 0.426 0.215  C1 1.410, C3 1.428, N6 1.420
3 C -0.063 -0.514 0.351  C2 1.428, C4 1.361, H10 1.192
4 C -0.186 -1.721 -0.265  C3 1.361, C5 1.555, H11 1.099
5 C -1.458 -2.255 -0.982  C4 1.555, H12 1.152, H13 1.107, H14 1.141
6 N 0.748 1.748 0.665  C2 1.420, C7 1.426, H15 0.996
7 C -0.528 2.263 1.040  N6 1.426, H16 1.081, H17 1.077, H18 1.004
8 H 2.268 -0.980 -0.655  C1 1.060
9 H 3.071 0.755 -0.527  C1 1.117
10 H -1.044 0.106 0.620  C3 1.192
11 H 0.641 -2.437 -0.371  C4 1.099
12 H -2.137 -1.348 -0.774  C5 1.152
13 H -1.934 -3.126 -0.493  C5 1.107
14 H -1.307 -2.353 -2.108  C5 1.141
15 H 1.343 2.335 0.124  N6 0.996
16 H -1.309 2.163 0.300  C7 1.081
17 H -0.828 1.679 1.894  C7 1.077
18 H -0.500 3.215 1.357  C7 1.004

## Properties
structure (SMILES) = C=C(/C=C/C)NC
LUMO level = 0.025 Eh
2S+1 = 1
HOMO energy = -7.356 eV

***

Run b
The following is a DFT calculation (ωB97M-V/def2-TZVPD) of an isolated molecule of C6H11N.

Each atom is followed by the atoms it is bonded to, with distances in Å.
CARTESIAN COORDINATES (ANGSTROEM)
1 C 1.944 0.169 0.076  C2 1.489, N7 1.832, H8 1.111, H10 1.101
2 C 0.804 -0.715 -0.294  C1 1.489, C3 1.562, H11 1.096, H12 1.090
3 C -0.538 -0.029 0.118  C2 1.562, C4 1.530, C5 1.538, C6 1.534
4 C -1.644 -1.069 0.308  C3 1.530, H13 1.096, H14 1.094, H15 1.098
5 C -0.966 1.007 -0.935  C3 1.538, H16 1.095, H17 1.096, H18 1.096
6 C -0.244 0.754 1.404  C3 1.534, N7 1.272
7 N 1.010 0.964 1.436  C1 1.832, C6 1.272, H9 0.982
8 H 2.862 -0.364 0.402  C1 1.111
9 H 1.893 1.155 1.823  N7 0.982
10 H 2.230 0.931 -0.666  C1 1.101
11 H 0.893 -1.668 0.242  C2 1.096
12 H 0.753 -0.923 -1.362  C2 1.090
13 H -1.400 -1.763 1.120  C4 1.096
14 H -2.599 -0.590 0.546  C4 1.094
15 H -1.775 -1.654 -0.611  C4 1.098
16 H -1.859 1.551 -0.611  C5 1.095
17 H -0.169 1.738 -1.114  C5 1.096
18 H -1.195 0.507 -1.883  C5 1.096

## Properties
LUMO level = 0.035 Eh
2S+1 = 1
HOMO energy = -7.892 eV

***

Run c
The following is a DFT calculation (ωB97M-V/def2-TZVPD) of an isolated molecule of C6H11N.

Each atom is followed by the atoms it is bonded to, with distances in Å.
CARTESIAN COORDINATES (ANGSTROEM)
1 C -3.072 -1.016 1.069  C2 1.342, H8 1.080, H9 1.081
2 C -1.938 -1.356 0.437  C1 1.342, N3 1.378, H10 1.093
3 N -0.899 -0.646 -0.126  C2 1.378, C4 1.467, H11 1.013
4 C 0.461 -1.130 0.131  N3 1.467, C5 1.518, H12 1.086, H13 1.103
5 C 1.497 -0.021 0.086  C4 1.518, C6 1.332, H14 1.085
6 C 1.371 0.894 -0.873  C5 1.332, C7 1.544, H15 1.085
7 C 1.942 2.328 -0.922  C6 1.544, H16 1.094, H17 1.085, H18 1.079
8 H -3.519 -0.033 1.105  C1 1.080
9 H -3.523 -1.867 1.558  C1 1.081
10 H -1.769 -2.428 0.314  C2 1.093
11 H -0.894 0.344 0.091  N3 1.013
12 H 0.504 -1.703 1.052  C4 1.086
13 H 0.706 -1.921 -0.598  C4 1.103
14 H 2.158 0.061 0.943  C5 1.085
15 H 0.657 0.702 -1.667  C6 1.085
16 H 2.544 2.290 -0.009  C7 1.094
17 H 2.668 2.493 -1.712  C7 1.085
18 H 1.105 3.007 -0.879  C7 1.079

## Properties
structure (SMILES) = C=CNC/C=C/C
LUMO level = 0.040 Eh
2S+1 = 1
HOMO energy = -8.078 eV

***

Run d
The following is a DFT calculation (ωB97M-V/def2-TZVPD) of an isolated molecule of C6H11N.

Each atom is followed by the atoms it is bonded to, with distances in Å.
CARTESIAN COORDINATES (ANGSTROEM)
1 C 0.072 -0.047 -2.749  C2 1.538, H8 1.106, H9 1.084, H10 1.083
2 C 0.791 0.217 -1.415  C1 1.538, C3 1.361, H11 1.094
3 C 1.081 -0.850 -0.622  C2 1.361, C4 1.472, H12 1.104
4 C 0.885 -1.027 0.826  C3 1.472, C5 1.562, H13 1.104, H14 1.095
5 C -0.447 -0.433 1.386  C4 1.562, C6 1.322, H15 1.078
6 C -0.483 0.826 1.787  C5 1.322, N7 1.417, H16 1.089
7 N -1.612 1.394 2.428  C6 1.417, H17 1.005, H18 1.009
8 H 0.789 -0.076 -3.590  C1 1.106
9 H -0.717 0.665 -2.962  C1 1.084
10 H -0.311 -1.055 -2.643  C1 1.083
11 H 1.221 1.195 -1.181  C2 1.094
12 H 1.433 -1.717 -1.207  C3 1.104
13 H 1.718 -0.560 1.380  C4 1.104
14 H 0.755 -2.082 1.092  C4 1.095
15 H -1.307 -1.070 1.261  C5 1.078
16 H 0.383 1.478 1.681  C6 1.089
17 H -1.846 2.354 2.247  N7 1.005
18 H -2.405 0.788 2.279  N7 1.009

## Properties
structure (SMILES) = C/C=C/C/C=C/N
LUMO level = 0.042 Eh
2S+1 = 1
HOMO energy = -7.879 eV

***

Relative energies in kJ/mol: run a 86.7; run b 110.4; run c 0.0; run d 72.6